The following is a DFT calculation (ωB97M-V/def2-TZVPD) of a structure of composition C25H20N4O2Pd.

Calculated values
**LUMO**: -0.819 eV
**E_HOMO**: -7.89 eV

Geometry as ORCA input:
```
! RIJCOSX wB97M-V def2-TZVPD def2/J DEFGRID3
* xyz 0 1
C -4.06490 1.92983 1.14232
C 0.08389 0.72521 -5.85244
C -2.96530 -2.23447 -1.63999
O -1.14332 1.40347 -3.98490
H -0.73948 1.08315 -6.45572
C -3.55270 -1.07082 -2.10846
C -4.04083 3.15456 1.79317
H 3.59978 -0.44478 0.56274
H -4.00880 -1.04138 -3.08880
C -2.82848 3.79023 2.01269
C -2.92824 0.06457 -0.06388
Pd 0.05341 1.07978 0.38969
C 0.97101 0.51429 -2.18609
C -2.37092 -1.12745 0.41869
C -3.53708 0.06573 -1.31138
C -2.88082 1.32492 0.72762
H 3.86393 -0.54409 3.11582
H -1.96575 -3.18730 0.00520
H -3.96979 0.99216 -1.67144
H -2.96295 -3.12772 -2.25128
H -1.49956 -2.05214 2.00953
H -5.00795 1.42853 0.95176
H 0.69532 0.98159 5.57986
N 1.78614 0.24436 -0.17912
C 2.16018 -0.17877 -4.25816
H 3.12789 -0.74708 -6.07715
C 1.20257 0.15876 -6.42221
C 0.42856 1.05453 3.45986
C 1.03586 0.39594 -3.65045
C 2.13970 0.23394 2.12028
C -0.01925 0.84969 -4.46473
C 2.89209 -0.08743 3.24315
N 0.91596 0.80661 2.25012
O -0.08992 1.03850 -1.67428
C 2.38354 0.17841 4.50220
N 2.02272 0.07373 -1.48587
C -1.64404 3.19090 1.59389
H -0.70521 3.71344 1.74924
H 1.26232 0.07026 -7.49976
C 2.25212 -0.30106 -5.62631
H 2.95884 -0.06534 5.38538
H -4.96627 3.61292 2.11810
H -0.55110 1.51266 3.48524
C -1.65005 1.94887 0.95928
H 2.95905 -0.52291 -3.61755
H -2.41756 -0.71856 2.39065
H -2.80429 4.75909 2.49697
C -2.39433 -2.26674 -0.37591
H -1.07937 1.39973 -3.00655
C 1.12975 0.75776 4.61652
N -1.79654 -1.13520 1.70899
C 2.61365 -0.03708 0.75889
*
```

=====

The following is a DFT calculation (ωB97M-V/def2-TZVPD) of a structure of composition C12H28AgClN4O4.

Calculated values
**LUMO**: -1.107 eV
**E_HOMO**: -8.63 eV

Geometry as ORCA input:
```
! RIJCOSX wB97M-V def2-TZVPD def2/J DEFGRID3
* xyz 0 1
H -1.59926 1.94499 1.17598
C 3.46663 -0.29200 1.69878
H -4.43048 -2.65610 2.80542
C -3.54516 -1.07017 -0.98222
C 3.61233 -2.43046 0.39158
H 2.64312 -0.12993 -4.84474
O 0.27072 -0.09253 -3.12340
O -4.88865 -2.57043 0.28654
H -2.13114 2.66320 3.57810
C 3.13828 1.54725 -1.98456
H 3.29721 2.07194 -1.04246
H -2.65401 -2.66998 3.18282
C -3.03221 2.52165 2.98135
Ag 0.55567 -1.95519 -1.14841
H -1.33934 2.41335 -1.19941
H 4.09009 0.22492 2.42829
H -4.32350 -0.53186 -1.52305
H 4.01827 0.92602 -2.15129
H -3.00613 1.43406 2.91380
H 3.51824 0.20418 0.72964
H -3.78554 2.92853 3.65591
H 1.43407 0.76225 -1.17341
H -2.90411 3.10234 -1.07015
C -3.49608 -2.09490 2.79775
H -1.54027 4.08135 -0.52812
H -2.72441 -0.36122 -0.87326
O 2.93379 -1.98921 -0.54236
N -3.29404 -1.54654 1.46191
C 1.95169 0.67537 -4.59674
H 1.16443 0.75230 -5.34668
N 3.87880 -1.68820 1.51762
N -2.19444 2.66477 0.79157
H -3.17692 -1.90406 -1.57983
Cl -0.21026 -0.10562 0.97750
H -2.46052 -1.02386 1.23352
H 3.44199 -4.53397 0.00806
N 1.92847 0.88584 -2.04542
C -1.93843 3.06737 -0.56580
O -3.79598 4.10526 1.42556
H 2.45233 1.64053 -4.67371
H -3.67572 -1.26015 3.47527
H 4.61086 -4.18921 1.28654
H 4.66773 -1.99970 2.06594
H 5.02573 -3.70206 -0.32765
C -3.09243 3.20141 1.62354
C 1.33607 0.44630 -3.19130
H 2.42260 -0.28079 2.01178
C 4.18419 -3.81541 0.35578
C -3.96467 -1.73693 0.35802
H 3.16036 2.36529 -2.70457
*
```

=====

The following is a DFT calculation (ωB97M-V/def2-TZVPD) of the ion C2H3N2OS with charge +1.

Calculated values
**LUMO (alpha / beta)**: -8.512 / -9.010 eV
**E_HOMO (alpha / beta)**: -15.42 / -15.07 eV

Geometry as ORCA input:
```
! RIJCOSX wB97M-V def2-TZVPD def2/J DEFGRID3
* xyz 1 1
S -1.93254 0.97928 -0.33970
H 0.25654 -1.80837 2.02191
N 0.86602 -0.49933 0.38735
O -1.02192 -1.65638 0.24953
H 1.62848 0.59937 -0.91643
C -0.09060 -1.37121 0.94631
H -0.06058 1.92558 -1.39677
C 0.71102 0.47520 -0.38697
N -0.35641 1.35588 -0.56522
*
```

=====

The following is a DFT calculation (ωB97M-V/def2-TZVPD) of a cluster of 2 separate species, C4H12 in total.

Calculated values
**LUMO (alpha / beta)**: -3.629 / -11.582 eV
**E_HOMO (alpha / beta)**: -14.68 / -14.67 eV

Geometry as ORCA input:
```
! RIJCOSX wB97M-V def2-TZVPD def2/J DEFGRID3
* xyz 1 2
C 2.16826 -1.00330 0.53605
H 2.57655 -0.85463 1.52873
C -2.40338 0.12654 -0.66729
C -2.32881 0.94598 0.61774
H -1.38559 -0.24970 -0.87706
H -1.33998 1.36639 0.80659
H 3.01198 0.89740 -0.04745
H 1.81051 0.23470 -1.16333
H 3.38061 -0.40386 -1.20594
H -2.83526 0.58237 -1.55022
H -3.08745 1.73443 0.63874
H -2.56255 0.35443 1.50428
H 2.14347 -2.04896 0.13470
H -2.97475 -0.77323 -0.42910
H 1.00669 -0.96301 0.57319
C 2.62751 -0.03739 -0.45529
*
```

=====

The following is a DFT calculation (ωB97M-V/def2-TZVPD) of a structure of composition C7H12O.

Calculated values
**LUMO (alpha / beta)**: 0.777 / 0.778 eV
**E_HOMO (alpha / beta)**: -6.94 / -6.94 eV

Geometry as ORCA input:
```
! RIJCOSX wB97M-V def2-TZVPD def2/J DEFGRID3
* xyz 0 1
H -0.30842 1.05194 1.96462
C -0.28981 0.41182 -1.17217
O -1.60282 0.04612 -0.73960
C -0.02396 0.20266 1.35213
H -2.75281 -0.10511 0.94189
H 0.62946 -1.53073 -1.08103
C 1.45633 0.14314 1.17893
C -1.73869 -0.25021 0.57747
H 0.72391 1.99788 -2.13175
H -0.38252 -1.97447 1.03504
H -0.75147 2.47127 -1.09686
H -1.29504 -1.19071 2.40023
C -0.11252 1.70275 -1.51158
H 1.96951 0.18355 2.14942
H 1.80489 -0.79720 0.74586
H -0.17175 -1.17938 -2.60524
H 1.84128 1.01082 0.63240
H 1.36368 -0.40724 -2.27075
C 0.43388 -0.73898 -1.80636
C -0.79312 -1.04791 1.43736
*
```

=====

The following is a DFT calculation (ωB97M-V/def2-TZVPD) of a cluster of 3 separate species, C2H10O2 in total.

Calculated values
**LUMO**: 0.699 eV
**E_HOMO**: -10.96 eV

Geometry as ORCA input:
```
! RIJCOSX wB97M-V def2-TZVPD def2/J DEFGRID3
* xyz 0 1
C 1.80175 0.24381 0.34527
C 1.51446 1.09041 -0.87772
O -1.68079 0.26050 1.46651
H 1.12898 0.49388 1.15868
H 2.81355 0.38270 0.72296
H 0.49263 0.97631 -1.24991
O -1.31374 -1.39326 -0.88703
H 2.15105 0.82991 -1.72726
H 1.64205 2.15550 -0.68902
H -1.90652 -0.24836 2.24954
H -1.66397 -0.41050 0.76952
H 1.69317 -0.82617 0.15700
H -0.39280 -1.22512 -1.11591
H -1.83649 -1.09637 -1.64688
*
```

=====

no.,maximum force (Eh/bohr),E (eV),molecular weight (g/mol)
1,0.0050,-39784.98727,514.9
2,0.1017,-43571.47047,435.7
3,0.0568,-17973.94282,103.1
4,0.0306,-4330.61435,60.1
5,0.0623,-9496.16197,112.2
6,0.0115,-6331.25142,66.1